C46H62N4O13PS | wB97M-V/def2-TZVPD

Last column: Mulliken charge in e.
Element x y z (Å)
S 2.020 -2.740 -0.541  1.2135
P -0.993 0.374 0.687  0.5502
O 2.724 -3.984 -0.512  -0.6747
O -5.693 0.435 -2.237  -0.4077
O 6.316 -0.267 3.436  -0.5398
O -1.234 3.484 0.528  -0.3714
O 1.028 4.265 -6.015  -0.5867
O 1.396 -2.472 0.902  -0.4401
O 4.784 2.303 -9.189  -0.5348
O -4.829 -7.755 1.668  -0.5395
O -3.961 -6.347 8.377  -0.5242
O -3.588 -2.616 1.955  -0.4935
O 5.893 -2.657 8.141  -0.5345
O 2.824 -1.612 -0.881  -0.5108
O -1.277 -4.990 4.021  -0.5370
N -2.029 2.723 -0.267  0.3582
N -3.545 2.238 -1.713  -0.5019
N -2.047 1.350 -0.319  0.4209
N -3.442 -0.117 -1.641  0.5901
C 4.235 1.726 -1.170  0.6656
C -4.546 -6.581 1.733  0.2139
C -6.436 0.881 0.011  -1.0565
C 5.359 -2.006 4.696  -0.3409
C 5.090 1.824 0.092  -0.6903
C -3.168 -6.103 1.453  -0.4462
C 1.498 5.114 -1.913  -0.5876
C 2.892 4.900 -2.503  -1.2109
C 3.623 4.206 -8.433  -0.4018
C 2.680 4.698 -7.635  -0.3582
C 6.222 -0.813 4.515  0.3014
C 4.502 2.885 -2.167  -1.1493
C -2.881 -1.379 -1.190  -1.4013
C 6.856 -0.916 6.882  -0.3859
C -2.733 -4.318 5.742  -0.2992
C 0.670 -2.846 -1.723  -1.1423
C -1.890 -5.303 5.023  0.4865
C 2.189 2.363 -6.773  -0.2422
C -1.523 -1.645 -1.855  -0.6716
C 3.132 1.869 -7.571  -0.4449
C -3.047 1.092 -1.251  -0.1774
C 0.399 5.302 -2.982  -0.0908
C 1.889 3.815 -6.744  0.4352
C 5.253 -2.608 5.878  -0.3701
C -3.347 -6.039 7.383  0.3035
C 5.993 -2.110 7.065  0.3342
C 3.203 3.418 -2.822  0.0420
C -2.922 3.246 -1.111  0.5656
C -3.120 4.690 -1.288  -1.1738
C -0.886 4.530 -2.596  0.1180
C -1.832 5.416 -1.787  -0.7200
C -2.860 -4.811 1.525  -0.3800
C -1.682 0.177 2.389  -1.5153
C -5.565 -5.561 2.097  -0.4017
C -0.747 -2.734 -1.121  0.1401
C 3.925 2.752 -8.465  0.3118
C -5.252 -4.269 2.167  -0.4677
C -6.270 -0.181 -1.077  0.0231
C -4.513 -0.153 -2.661  -0.6399
C 0.712 1.034 0.691  -0.1718
C 4.492 1.011 1.255  -0.6288
C -2.501 -7.023 6.659  -0.3682
C -1.825 -6.680 5.565  -0.4011
C -3.410 -4.658 6.836  -0.3854
C 6.961 -0.314 5.700  -0.3434
C -3.876 -3.798 1.888  0.3755
H 1.601 1.738 -6.113  0.4548
H 3.321 3.338 -3.903  -0.0291
H -2.786 -1.427 -0.106  -0.2848
H 6.091 1.430 -0.090  0.2880
H 0.911 1.500 1.661  0.5693
H 2.445 5.754 -7.596  0.4393
H 3.680 1.563 1.731  0.1868
H -1.631 -0.880 2.621  0.2137
H -0.736 -2.580 -0.046  0.0874
H -5.700 -1.043 -0.731  0.0192
H -5.977 -3.509 2.430  0.4958
H 1.514 6.010 -1.287  0.4001
H 4.829 -2.352 3.818  0.5511
H 4.438 0.779 -1.664  0.2500
H -3.337 5.095 -0.296  0.2817
H 1.087 -3.322 1.252  0.3270
H -7.266 -0.509 -1.375  0.4520
H -2.469 -8.023 7.072  0.4250
H 5.213 2.863 0.399  0.3754
H -2.440 -6.861 1.193  0.4673
H 2.995 5.509 -3.400  0.3726
H 4.105 0.079 0.836  0.0249
H 3.190 1.789 -0.859  -0.5266
H 5.273 0.758 1.970  0.3907
H -7.405 0.822 0.500  0.4146
H 0.749 4.890 -3.924  -0.2603
H 4.211 4.832 -9.092  0.4150
H 7.387 -0.570 7.760  0.4019
H 5.044 3.684 -1.665  0.4388
H -4.182 0.364 -3.560  0.3936
H -1.701 -1.970 -2.880  0.4505
H -1.531 3.399 1.449  0.3587
H 3.626 5.270 -1.786  0.5343
H -0.537 3.682 -2.008  -0.2322
H 3.367 0.813 -7.608  0.4101
H 0.832 -2.025 -2.416  0.5689
H -1.404 4.166 -3.485  0.3296
H -2.125 6.238 -2.440  0.4742
H -1.130 0.801 3.090  0.5444
H 1.435 0.232 0.580  0.0911
H 7.584 0.557 5.546  0.4372
H -6.406 1.846 -0.492  0.2994
H 0.836 -3.764 -2.278  0.4087
H -2.722 0.499 2.354  0.4077
H -4.679 -1.197 -2.936  0.3956
H -0.958 -0.715 -1.827  0.4146
H 1.238 4.284 -1.250  0.0774
H 0.136 6.356 -3.052  0.5019
H -4.032 -3.955 7.376  0.4269
H 0.870 1.820 -0.044  -0.4933
H -5.634 0.840 0.748  0.1356
H -1.862 -4.442 1.328  0.6980
H -2.765 -3.318 5.327  0.4525
H -6.563 -5.928 2.298  0.4660
H -3.541 -2.201 -1.460  0.8794
H 4.630 -3.481 6.031  0.4130
H -1.252 -3.682 -1.319  0.4080
H 5.130 2.488 -2.964  0.4207
H -3.975 4.931 -1.909  0.3615
H -1.203 -7.382 5.024  0.4404
H 2.379 2.781 -2.498  0.3459
H -1.320 5.888 -0.951  0.3500

Output
Total charge: +1
Frontier orbital gap (eV): 7.61
Multiplicity: 1
Highest occupied orbital energy (eV): -11.421

***

C46H62N5OPPd | wB97M-V/def2-TZVPD

Last column: Mulliken charge in e.
Element x y z (Å)
Pd 0.441 0.012 0.214  -1.7469
P 0.862 3.494 1.572  -0.8804
O 1.056 2.026 1.169  -0.3539
N 2.541 -0.098 -0.441  1.7773
N -1.751 -2.905 0.463  0.6614
N -1.385 0.437 1.151  2.9308
N -2.292 1.210 0.420  -0.8435
N 0.469 -1.853 -0.958  2.0351
C 2.552 5.186 4.294  0.1719
C -1.812 -2.704 -0.914  -0.4696
C -0.630 -2.346 -1.620  0.1958
C -1.027 1.370 -3.495  -1.1749
C -1.870 1.303 -0.821  -0.0787
C -0.640 -2.365 -3.037  -0.4472
C 1.019 6.832 -0.240  -0.8086
C -0.766 -3.895 0.920  -0.9501
C -0.860 -0.712 3.153  -0.7964
C -0.100 2.566 4.055  -1.0565
C -1.236 -1.180 4.379  -1.0248
C -1.456 4.815 4.830  -0.9977
C 2.583 5.500 2.800  -1.6501
C -2.981 -2.916 -1.652  -0.1614
C -1.796 -2.600 -3.733  -0.9586
C 3.503 2.895 3.825  -0.0637
C -0.041 5.981 0.453  -0.9286
C -1.778 0.043 2.354  0.2591
C -0.615 0.748 -1.240  2.3757
C -0.839 4.920 3.431  -1.0394
C -3.033 -3.130 1.119  -1.6027
C 1.725 -2.189 -1.424  -0.7687
C -0.392 3.535 2.900  1.6850
C -2.284 3.544 4.951  -1.0027
C -3.432 -0.160 4.112  -0.8751
C -3.077 0.333 2.882  -0.8105
C -2.531 -0.920 4.865  -0.6659
C 4.292 -2.800 -2.340  -0.8868
C -2.977 -2.857 -3.032  -0.9564
C 3.258 -3.712 -2.514  -0.9604
C -0.215 0.736 -2.543  -0.5182
C 3.028 1.127 -1.109  -0.9482
C 3.608 4.154 4.682  -1.5030
C 0.161 4.461 0.193  0.5344
C 2.510 4.249 1.905  0.9451
C 0.948 6.673 -1.764  -0.9726
C 0.532 5.248 -2.160  -1.0496
C 2.793 -1.300 -1.211  -0.0999
C -1.375 2.308 4.872  0.0613
C 3.161 -0.250 0.903  -0.8862
C 4.057 -1.602 -1.678  -0.6587
C 1.990 -3.417 -2.059  -0.0062
C -2.230 1.989 -3.119  -0.9703
C 0.972 4.242 -1.099  0.1902
C -2.654 1.964 -1.819  -0.5499
C 3.585 3.246 2.345  -1.2142
H -1.929 1.481 4.431  -0.8946
H -2.831 2.478 -3.873  0.5295
H -0.659 -3.816 2.001  0.3774
H 4.249 -0.305 0.822  0.4867
H -4.417 0.047 4.508  0.5146
H -2.876 -3.134 2.195  0.3443
H 1.191 -4.139 -2.165  0.5653
H -0.010 5.625 3.465  0.1204
H -0.825 4.003 0.050  0.3911
H 4.603 4.590 4.548  0.4140
H -2.824 -1.298 5.835  0.5307
H 0.705 0.258 -2.851  0.3838
H 4.876 -0.912 -1.519  0.4473
H 2.672 1.986 -0.546  -0.1524
H 0.887 7.878 0.035  0.6021
H -1.025 6.264 0.071  0.4499
H -0.668 4.808 5.590  0.2700
H 4.119 1.141 -1.148  0.5257
H 4.553 3.718 2.147  0.7803
H 0.237 7.389 -2.178  0.3685
H -1.099 -4.911 0.680  0.3374
H 1.820 6.232 2.538  0.4062
H 2.012 6.551 0.124  0.0925
H -1.088 1.987 5.875  0.5650
H 0.665 2.993 4.704  0.9114
H -1.798 -2.563 -4.814  0.4751
H 0.139 -0.897 2.774  0.6311
H 2.706 6.110 4.853  0.5022
H 2.878 0.597 1.524  0.2090
H -3.898 -3.181 -1.148  0.5509
H 0.305 1.624 3.676  -0.0024
H 0.266 -2.099 -3.565  0.4784
H -1.240 3.106 2.344  0.4204
H 2.560 2.377 4.029  -0.1449
H -1.577 5.338 2.744  0.4405
H 0.845 3.221 -1.445  -0.6578
H 0.205 -3.728 0.463  0.1258
H -2.059 5.702 5.024  0.6089
H -2.851 3.536 5.882  0.6175
H 3.540 5.980 2.572  0.6689
H 3.518 3.905 5.741  0.5012
H 4.304 2.198 4.082  0.5925
H -3.894 -3.047 -3.572  0.4720
H -3.732 -2.334 0.869  0.4341
H -0.715 1.378 -4.530  0.5851
H -0.066 6.209 1.515  0.3228
H 2.776 4.564 0.890  0.4570
H 2.641 1.167 -2.123  0.2382
H -3.021 3.524 4.141  0.3443
H 2.045 4.372 -0.917  0.3760
H 1.918 6.915 -2.201  0.3712
H 3.447 -4.662 -2.995  0.4669
H 2.812 -1.185 1.350  0.2394
H 1.564 4.820 4.581  -0.4312
H 5.287 -3.030 -2.696  0.4676
H 3.545 2.353 1.724  -0.2549
H -3.477 -4.095 0.844  0.4727
H -0.540 -1.746 4.984  0.5650
H -3.589 2.413 -1.511  0.6040
H -3.756 0.930 2.292  0.5806
H 0.952 4.984 -3.132  0.4595
H -0.555 5.186 -2.268  0.3591

Output
Total charge: +2
Frontier orbital gap (spin up / spin down) (eV): 6.33 / 4.98
Multiplicity: 5
Highest occupied orbital energy (spin up / spin down) (eV): -12.617 / -13.088